No. 1
This record from the Open Molecules 2025 dataset describes a 14-piece molecular cluster, C5H39NO13S overall at a distorted geometry. The level of theory is ωB97M-V/def2-TZVPD.

Last column: Löwdin charge in e.
Element x y z (Å)
C -2.7996 -0.8294 -0.1511  -0.287
C -2.8564 -0.7195 1.3795  -0.554
S -2.4434 -2.3702 2.0150  0.729
C -1.3507 -0.9414 -0.6296  -0.231
N -0.6542 0.3462 -0.4283  -0.061
C 0.3080 0.6605 -1.5317  -0.250
C 0.9319 2.0045 -1.3408  -0.078
H -3.3666 0.0526 -0.4896  0.091
H -3.4598 -1.6032 -0.5758  0.104
H -2.1859 0.0993 1.6149  0.036
H -3.8040 -0.3825 1.8039  0.069
H -1.9482 -1.9584 3.2113  -0.143
H -0.8386 -1.7070 -0.0678  0.068
H -1.3468 -1.1138 -1.7097  0.109
H -0.3381 0.5791 0.4978  0.069
H 1.0003 -0.1757 -1.4837  0.087
H -0.3074 0.4633 -2.4165  0.106
H 1.8491 2.2022 -1.8985  0.067
H 0.3434 2.8711 -1.6589  0.069
H 1.1233 2.2344 -0.2829  0.056
H 0.6634 -2.0255 2.2871  0.045
H 0.5494 -0.5499 2.6703  0.025
O 1.2116 -1.2379 2.3912  -0.082
H 0.9868 -4.3591 -2.6226  0.038
H 0.8629 -3.4979 -1.5504  0.024
O 1.1187 -3.4121 -2.4911  -0.074
H 3.2822 0.5883 3.5975  0.021
H 2.5355 -0.7756 3.5436  0.009
O 3.3946 -0.3465 3.7600  -0.072
H 4.8467 -0.9683 0.9633  0.069
H 3.6234 -0.2226 1.5247  0.030
O 3.9050 -0.8347 0.8302  -0.041
H 3.2146 -1.0747 -1.2523  0.007
H 3.1415 -1.7407 -2.6870  0.045
O 3.7196 -1.3467 -2.0309  -0.062
H 2.8204 -2.7563 -0.3508  0.043
H 2.2626 -2.0923 0.7974  0.013
O 1.9675 -2.3837 -0.0838  -0.096
H -1.9275 3.6828 0.5384  0.020
H -1.6223 4.4476 2.0053  0.065
O -1.4068 3.7486 1.3752  -0.068
H -3.7950 3.2005 -0.7668  0.055
H -3.0525 4.3282 -1.5733  0.060
O -3.1135 3.8816 -0.7377  -0.045
H 4.6686 -0.0116 -2.8211  -0.008
H 4.5949 1.5294 -3.1405  0.026
O 5.1660 0.8357 -2.7592  -0.105
H -2.8412 -0.3103 -5.2114  0.052
H -3.1454 -1.3483 -4.2099  0.044
O -3.2531 -0.4037 -4.3449  -0.044
H 1.3261 3.1467 2.3924  0.079
H 0.0516 2.8131 1.6568  0.020
O 0.7579 2.3894 2.2087  -0.071
H -0.1560 1.3309 2.8925  0.001
H -1.2484 0.8496 3.8288  0.071
O -0.7660 0.5556 3.0548  -0.101
H -2.6538 1.8540 -1.6835  0.017
H -3.6199 1.1404 -2.9322  0.017
O -3.2751 1.8879 -2.4252  -0.085

Summary:
Calculated total energy = -1644.924304 a.u.
Largest force on an atom = 2.53 eV Å⁻¹
Molecular weight = 353.43 g mol⁻¹
Energy relative to the best compared isomer or geometry (same formula, charge and spin) = 0.0 kJ/mol

No. 2
This record from the Open Molecules 2025 dataset describes C43H36Cl2F3O2P2ReS4Sb as an isolated structure. The level of theory is ωB97M-V/def2-TZVPD.

Last column: Löwdin charge in e.
Element x y z (Å)
Re 0.7417 -1.2796 -0.2711  0.722
S 2.2599 -0.0379 -5.4233  -0.212
Sb 4.2607 -0.4949 -4.4579  0.135
S 3.7397 -1.4791 -2.2241  -0.028
S 1.6632 -1.6872 -2.2365  0.190
S 5.7790 1.1807 -4.0852  -0.338
C 1.3545 1.4227 1.7922  -0.368
C 0.7157 0.4780 2.7966  -0.358
P -0.2853 -0.8421 1.9843  1.011
C -2.0304 -0.2848 2.1229  -0.368
C -2.9290 -0.8204 1.2058  -0.115
C -4.2713 -0.4769 1.2424  -0.077
C -4.7295 0.4252 2.1914  -0.089
C -3.8436 0.9605 3.1154  -0.093
C -2.5032 0.6002 3.0867  -0.085
C -0.2829 -2.0903 3.3410  -0.309
C -1.4562 -2.7135 3.7550  -0.068
C -1.4375 -3.6521 4.7786  -0.088
C -0.2470 -3.9765 5.4074  -0.103
C 0.9310 -3.3711 4.9920  -0.083
C 0.9141 -2.4450 3.9637  -0.108
P 2.0745 0.5449 0.3122  0.886
C 3.8509 0.4804 0.7791  -0.332
C 4.2390 0.0541 2.0474  -0.107
C 5.5790 -0.0175 2.3941  -0.099
C 6.5557 0.3295 1.4692  -0.105
C 6.1811 0.7493 0.2024  -0.079
C 4.8380 0.8273 -0.1382  -0.128
C 2.1257 1.9764 -0.8568  -0.326
C 2.2983 3.2782 -0.3798  -0.099
C 2.3917 4.3501 -1.2534  -0.099
C 2.3391 4.1399 -2.6251  -0.090
C 2.1824 2.8539 -3.1123  -0.088
C 2.0641 1.7881 -2.2312  -0.141
H 2.1364 2.0146 2.2727  0.080
H 0.6096 2.1170 1.4007  0.066
H 0.1254 1.0163 3.5394  0.070
H 1.4841 -0.0554 3.3538  0.048
H -2.5536 -1.4960 0.4480  0.072
H -4.9483 -0.9039 0.5142  0.096
H -5.7723 0.7178 2.2043  0.096
H -4.1935 1.6648 3.8609  0.094
H -1.8365 1.0169 3.8313  0.091
H -2.3971 -2.4793 3.2761  0.101
H -2.3619 -4.1316 5.0763  0.097
H -0.2320 -4.7109 6.2037  0.092
H 1.8751 -3.6417 5.4484  0.100
H 1.8537 -2.0442 3.6073  0.085
H 3.4986 -0.2568 2.7736  0.082
H 5.8592 -0.3602 3.3834  0.093
H 7.6045 0.2624 1.7342  0.090
H 6.9194 1.0067 -0.5468  0.098
H 4.5817 1.1571 -1.1368  0.057
H 2.3800 3.4717 0.6820  0.090
H 2.5200 5.3520 -0.8594  0.090
H 2.4274 4.9764 -3.3082  0.094
H 2.1505 2.6493 -4.1756  0.074
H 1.8983 0.8037 -2.6424  -0.005
C -5.0146 3.1694 -1.2293  -0.122
C -4.0271 3.6727 -0.3944  -0.109
C -2.8455 2.9709 -0.2109  -0.045
C -2.6068 1.7552 -0.8599  -0.217
C -3.6219 1.2564 -1.6865  -0.038
C -4.8026 1.9548 -1.8713  -0.092
C -1.3787 1.0050 -0.5416  -0.154
C -0.7041 0.0626 -1.2433  -0.259
C -0.9980 -0.0119 -2.6991  -0.296
C -1.0252 1.1695 -3.4504  -0.064
C -1.2605 1.1508 -4.8141  -0.100
C -1.4774 -0.0530 -5.4709  -0.124
C -1.4233 -1.2360 -4.7499  -0.092
C -1.1667 -1.2137 -3.3877  -0.119
H -5.9417 3.7117 -1.3723  0.085
H -4.1781 4.6153 0.1196  0.089
H -2.0817 3.3635 0.4526  0.108
H -3.4761 0.3068 -2.1849  0.115
H -5.5690 1.5415 -2.5168  0.096
H -1.0397 1.2424 0.4627  0.048
H -0.8375 2.1097 -2.9465  0.116
H -1.2567 2.0802 -5.3717  0.097
H -1.6420 -0.0708 -6.5414  0.091
H -1.5463 -2.1892 -5.2495  0.097
H -1.0638 -2.1472 -2.8547  0.057
F 2.4816 -3.8174 -0.1326  -0.018
C 1.8861 -2.9426 0.7301  -0.627
F 2.9533 -2.5404 1.5428  -0.043
F 1.1634 -3.7681 1.5582  -0.002
Cl -3.0367 -4.2927 -2.9209  0.586
C -2.7925 -3.4924 -1.3554  -1.002
Cl -4.1405 -3.8992 -0.2519  0.570
C -1.4311 -3.9195 -0.7069  -0.768
O -1.2652 -5.1043 -0.4911  0.019
O -0.6781 -2.9344 -0.4561  -0.220
H -2.8470 -2.4232 -1.5302  0.027

Summary:
Spin multiplicity = 2
Calculated total energy = -5624.800193 a.u.
Largest force on an atom = 0.89 eV Å⁻¹
Molecular weight = 1210.84 g mol⁻¹
Energy relative to the best compared isomer or geometry (same formula, charge and spin) = 41.9 kJ/mol
Charge = -2

No. 3
This record from the Open Molecules 2025 dataset describes C24H25MnN6O2S3 as an isolated structure at a distorted geometry. The level of theory is ωB97M-V/def2-TZVPD.

Last column: Löwdin charge in e.
Element x y z (Å)
Mn 0.9769 -0.1151 -0.4909  0.292
N 4.8503 2.4581 -1.0210  0.112
C 3.8832 1.4693 -0.8112  -0.561
S 3.5009 0.5084 -2.2817  1.105
N 3.3265 1.3848 0.3737  0.040
N 2.1778 0.7744 0.4680  -0.241
C 1.7338 0.3236 1.8713  -0.458
C 0.3682 0.8783 2.0803  -0.276
C -0.1894 1.5963 3.1624  0.031
C -1.6025 1.8545 3.1362  -0.009
C -2.3740 1.4184 2.0395  -0.017
C -1.6826 0.8453 0.9755  -0.142
N -0.4112 0.6014 0.9975  0.003
H 5.4581 2.3465 -1.8607  0.125
H 5.2035 2.8833 -0.2178  0.087
H 2.5285 0.6354 2.5532  0.133
H 0.3557 2.0237 4.0208  0.135
H -2.0883 2.3416 3.9582  0.113
H -3.4957 1.6287 2.0171  0.149
H -2.2119 0.4688 0.0071  0.156
O -4.2849 -2.7244 4.7412  0.128
C -3.8034 -2.5281 3.5128  -0.513
O -4.5308 -2.3938 2.5820  0.152
C -2.3181 -2.6169 3.3207  -0.131
C -1.4170 -1.9531 4.1105  0.009
C -0.0975 -1.6270 3.6398  -0.048
C 0.3102 -2.0358 2.3744  -0.478
S 1.7439 -1.4074 1.5143  1.118
C -0.5593 -2.8555 1.6529  -0.086
C -1.8424 -3.1180 2.1001  0.012
H -3.5116 -2.9183 5.4021  0.176
H -1.6663 -1.5521 5.0475  0.108
H 0.5016 -0.9840 4.2924  0.124
H -0.1999 -3.2368 0.6834  0.111
H -2.5609 -3.7062 1.5271  0.138
C -0.6803 4.5510 -0.5131  -0.030
N -0.2173 3.2137 -0.9684  -0.033
C -0.8680 2.4413 -1.8515  -0.729
S -0.0466 0.9739 -2.2170  0.840
N -1.9483 2.8361 -2.4478  -0.018
C -2.6223 2.2573 -3.5667  -0.072
H 0.1106 5.1144 -0.0656  0.084
H -1.5312 4.4091 0.2458  0.120
H -1.0044 5.1736 -1.3133  0.074
H 0.7009 2.8507 -0.6139  0.131
H -2.3929 3.7511 -2.1812  0.177
H -2.5507 1.1665 -3.5416  0.073
H -2.1949 2.6056 -4.5432  0.119
H -3.7244 2.4659 -3.5099  0.118
C 2.1805 -0.5246 -1.8679  -0.550
C 2.1204 -1.6912 -2.6854  -0.345
C 0.9650 -2.4530 -2.4373  -0.022
C 0.7778 -3.6679 -3.1206  -0.035
C 1.7246 -4.0847 -4.0050  -0.038
C 2.8370 -3.2981 -4.4130  0.004
C 3.0656 -2.1638 -3.6045  -0.032
H 0.2140 -2.0788 -1.7833  0.079
H -0.0860 -4.3108 -2.9387  0.128
H 1.5860 -5.0351 -4.4403  0.109
H 3.5358 -3.6221 -5.2102  0.134
H 3.9777 -1.5481 -3.8855  0.118

Summary:
Calculated total energy = -3753.493864 a.u.
Largest force on an atom = 4.03 eV Å⁻¹
Molecular weight = 580.64 g mol⁻¹
Charge = +2